No. 1
50
Properties=species:S:1:pos:R:3 method="wB97M-V/def2-TZVPD" total_charge=0
C -2.7211 -4.6590 -1.8619
C -2.0038 -4.0069 -0.7224
C -2.3007 -2.4100 -0.7018
C -1.9088 -1.8452 0.5701
H -2.3500 -2.5054 1.3155
H -2.3992 -0.8768 0.6604
C -0.5305 -1.9056 0.8731
C -0.0040 -0.9014 1.7287
C 1.2199 -0.7355 2.1442
C 2.5117 -1.4567 1.5996
C 3.5869 -0.2784 1.6260
C 4.2391 0.0468 0.4648
C 4.1534 -0.5597 -0.9963
C 3.9981 0.9831 -1.6333
C 2.8266 1.5357 -1.9469
C 1.4468 1.0924 -1.1244
H 1.7042 0.5116 -0.2158
H 1.0383 0.3091 -1.8214
C 0.6438 2.3965 -1.1790
C -0.8088 1.8785 -0.3829
H -0.6338 1.3691 0.3808
C -1.8782 3.0807 -0.1670
C -3.0432 2.6601 0.3972
O -3.3194 1.5122 0.9844
O -3.9492 3.7018 0.1217
H -4.6752 3.2554 0.7935
H -2.0054 3.2570 -1.2832
H -1.2844 3.9315 0.2682
H -1.3165 1.0337 -1.0234
H 0.3883 2.6917 -2.0265
H 0.9987 3.1698 -0.5326
H 2.7896 2.4382 -2.5286
H 4.9138 1.3336 -2.0867
H 3.2339 -1.1393 -1.0400
H 4.9734 -0.9878 -1.2466
H 5.2094 0.8345 0.7785
H 3.9546 -0.1224 2.4222
H 2.7379 -2.2718 2.4729
H 2.2151 -1.7103 0.6207
H 1.3775 0.0055 3.1810
H -0.6892 -0.4854 2.5476
H -0.1928 -2.7197 1.0759
H -0.1215 -1.4315 -0.1980
H -2.0596 -2.1585 -1.5198
H -3.6464 -2.2999 -0.8171
H -0.9214 -4.2212 -0.7449
H -2.4701 -4.5793 0.2259
H -2.2501 -4.3562 -2.8192
H -2.5175 -5.6306 -2.0689
H -3.9843 -4.4733 -1.8942


No. 2
53
Properties=species:S:1:pos:R:3 method="wB97M-V/def2-TZVPD" total_charge=+2 multiplicity=2
C 1.3885 0.7650 -2.0914
H 0.8909 0.2593 -2.9329
H 1.5506 1.8203 -2.3269
H -2.4094 -0.5801 0.7972
C 2.6226 0.0341 -1.6036
H 2.9581 0.3896 -0.6154
H 2.3955 -1.0364 -1.4625
C 3.8152 0.1497 -2.5719
H 4.6707 -0.3983 -2.1738
H 3.5633 -0.2793 -3.5502
H 4.1073 1.2035 -2.7007
C -0.5295 1.3156 1.9012
C 0.8741 1.4709 1.6231
C 1.0019 2.4027 0.5397
C -0.3163 2.7627 0.0877
C -1.2685 2.1313 0.9683
C -2.7343 2.3884 1.0229
C -0.6320 3.6909 -1.0406
C 2.2753 3.0402 0.0982
C 1.9712 1.0336 2.5285
C -1.1020 0.6587 3.1125
Ce -0.2327 0.3106 -0.4061
H -1.6159 3.4708 -1.4777
H -0.6526 4.7327 -0.6848
H 0.1271 3.6287 -1.8336
H -3.0494 3.0025 0.1740
H -3.3180 1.4574 1.0089
H -2.9876 2.9395 1.9429
H -0.3415 0.0675 3.6336
H -1.4677 1.4225 3.8169
H -1.9450 -0.0090 2.8845
H 2.9400 1.0597 2.0219
H 2.0345 1.6914 3.4113
H 1.8120 0.0121 2.8901
H 2.5235 2.8018 -0.9410
H 2.2055 4.1349 0.1818
H 3.1113 2.7181 0.7258
C -0.2019 -2.3377 1.3272
N -0.8946 -3.2212 0.4039
C -0.6134 -4.5724 0.2547
C -1.3783 -5.0319 -0.7687
N -2.1310 -3.9509 -1.2340
C -3.0555 -4.0218 -2.3519
C -1.8562 -2.8431 -0.4929
Se -2.7740 -1.1616 -0.6041
H 0.7683 -1.9953 0.9187
H -0.0328 -2.8575 2.2801
H -0.8471 -1.4724 1.5448
H 0.1069 -5.0682 0.8872
H -1.4480 -6.0114 -1.2091
H -2.5610 -4.4818 -3.2151
H -3.9343 -4.6261 -2.0954
H -3.3841 -3.0105 -2.6033


No. 3
66
Properties=species:S:1:pos:R:3 method="wB97M-V/def2-TZVPD" total_charge=+1
C 0.7320 2.4340 -3.7407
C 0.0766 1.3189 -2.6857
O 0.7110 -0.0017 -2.8231
C -0.2112 -1.1029 -2.5044
C 0.1291 -1.7384 -1.0100
C -0.9348 -1.2322 0.1626
C 0.0140 -1.3379 1.5278
C -0.7674 -1.9719 2.8227
C -2.3738 -2.0796 0.2339
N -3.3724 -1.2357 1.0262
C -2.8500 0.2024 0.8342
N -3.4173 1.3868 1.2623
C -2.8533 2.7778 0.9963
C -1.9094 3.3350 2.2371
C -2.2753 4.8546 2.7318
F -2.5356 5.6484 1.4729
F -3.5602 4.9467 3.5117
C -1.0700 5.6413 3.5162
F -0.0854 6.0884 2.4610
F -1.6013 6.9295 4.0998
C -0.3544 4.7952 4.7240
F 0.5282 3.6724 4.2346
F 0.5992 5.7543 5.3977
C -1.3831 4.2961 5.9144
F -2.2979 3.2022 5.5149
F -2.0965 5.4420 6.5924
F -0.4945 3.7167 6.9906
N -1.5247 0.1581 0.0503
H 1.8547 2.1343 -3.9740
H 0.6669 3.4869 -3.2343
H 0.0752 2.4596 -4.7151
H 0.2094 1.8075 -1.6091
H -1.0922 1.3095 -2.9103
H 0.0110 -1.9662 -3.2976
H -1.3505 -0.8416 -2.6085
H 1.2092 -1.3340 -0.7361
H 0.1019 -2.9058 -1.0961
H 0.4357 -0.2598 1.8157
H 0.9759 -2.0058 1.3490
H 0.0461 -2.1294 3.6802
H -1.2480 -3.0356 2.6318
H -1.5698 -1.2270 3.2722
H -2.2862 -3.2307 0.4897
H -2.7883 -1.9552 -0.8673
H -4.3107 -1.2218 0.5296
H -4.3072 1.3084 1.8163
H -2.1685 2.7252 0.0203
H -3.7702 3.4941 0.8335
H -1.9129 2.5209 3.0775
H -0.8010 3.3747 1.7981
H -1.8939 0.4432 -0.8953
O 2.2142 -3.6797 -2.5386
S 3.6490 -3.6631 -2.7335
O 4.2892 -2.7463 -3.6520
O 4.1558 -5.1758 -3.0664
C 3.5597 -5.8702 -4.1526
C 4.0831 -5.3704 -5.4861
C 4.4349 -3.5051 -1.1499
H 2.4675 -5.8015 -4.1043
H 3.8219 -6.9278 -4.0399
H 3.7650 -4.3415 -5.6736
H 3.7108 -5.9922 -6.3060
H 5.1776 -5.3789 -5.5010
H 3.9883 -4.2228 -0.4589
H 4.2700 -2.4870 -0.7924
H 5.5047 -3.6894 -1.2665


No. 4
65
Properties=species:S:1:pos:R:3 method="wB97M-V/def2-TZVPD" total_charge=-1 multiplicity=3
Pd -0.7719 -0.0695 -0.5652
C -2.1290 4.8041 2.7073
Si -1.9724 3.2881 3.7716
C -1.3754 3.8286 5.4592
C -3.6399 2.4972 3.9921
C -0.7215 2.0609 3.1161
C 0.4059 1.7239 3.8551
C 1.3381 0.7976 3.3871
C 1.0888 0.1935 2.1718
N 0.0038 0.4765 1.4505
C -0.8781 1.4051 1.8614
S -2.1299 1.6893 0.7000
H -2.8752 5.4897 3.1302
H -2.4504 4.5085 1.7037
H -1.1755 5.3377 2.6190
H -2.0895 4.5429 5.8938
H -0.3941 4.3197 5.4144
H -1.2994 2.9729 6.1432
H -4.3700 3.2303 4.3606
H -3.5917 1.6660 4.7059
H -3.9935 2.1028 3.0323
H 0.5754 2.1998 4.8186
H 2.2234 0.5453 3.9563
H 1.7521 -0.5509 1.7461
C 1.7312 3.9886 -2.8835
N 1.3987 2.6172 -3.2679
C 1.2168 2.2926 -4.5764
C 0.8476 1.0621 -4.9584
C 0.6672 0.0841 -3.9158
N 0.8329 0.3918 -2.6470
C 1.1152 1.6644 -2.2654
O 1.1257 2.0062 -1.0886
N 0.3528 -1.1854 -4.1982
H 2.7497 4.2360 -3.1808
H 1.6449 4.0583 -1.8072
H 1.0389 4.6921 -3.3437
H 1.3779 3.0950 -5.2866
H 0.6599 0.8259 -5.9960
H 0.0236 -1.3742 -5.1275
H -0.0935 -1.7183 -3.4307
O -3.6722 -2.3012 -2.7153
Se -2.3735 -1.6236 -2.0219
O -0.9806 -2.4880 -2.3292
O -2.0717 -0.0645 -2.5210
O -2.5150 -1.4830 -0.3621
C 2.9905 -4.5117 -0.7673
N 2.0969 -3.4136 -1.0967
C 2.7847 -2.2229 -1.5630
C 0.9979 -3.1856 -0.2670
O 0.7877 -2.0856 0.2401
N 0.2164 -4.2870 -0.0195
C -0.9132 -4.1104 0.8915
C -0.0793 -5.2376 -1.0947
H 3.7916 -4.1749 -0.0960
H 3.4576 -4.9101 -1.6716
H 2.4493 -5.3127 -0.2723
H 3.5476 -1.8869 -0.8469
H 2.0768 -1.4190 -1.7089
H 3.2750 -2.4435 -2.5131
H -0.7318 -3.2694 1.5470
H -1.0394 -5.0230 1.4805
H -1.8262 -3.9002 0.3394
H 0.7863 -5.4143 -1.7224
H -0.8842 -4.8435 -1.7179
H -0.3909 -6.1844 -0.6489


No. 5
57
Properties=species:S:1:pos:R:3 method="wB97M-V/def2-TZVPD" total_charge=0 smiles="CCN(CC[PH](C)(S)C(F)(F)CC[Si](C)(C)c1ccccc1)C(C)=O"
C 4.7412 1.8534 2.4670
C 3.7132 1.3233 1.4599
N 4.0726 -0.0230 0.9934
C 3.1371 -0.5952 0.0139
C 1.7436 -0.8106 0.5997
P 0.3952 -0.5219 -0.5968
C 0.8099 -0.7437 -2.3624
S 0.8301 1.7321 -0.8411
C -0.2635 -2.3341 -0.4892
F 0.7739 -3.1890 -0.8585
F -0.5030 -2.6124 0.8510
C -1.5002 -2.7009 -1.2925
C -2.4785 -1.5513 -1.5942
Si -3.7156 -1.0497 -0.2333
C -3.6378 -2.1421 1.2768
C -5.4293 -1.1865 -0.9729
C -3.4035 0.7460 0.2215
C -3.9069 1.7661 -0.5907
C -3.6451 3.1016 -0.3217
C -2.8736 3.4487 0.7794
C -2.3728 2.4539 1.6097
C -2.6365 1.1214 1.3309
C 5.3917 -0.0137 0.4015
C 5.6449 0.9084 -0.7680
O 6.2571 -0.7275 0.8257
H 5.3971 1.0526 2.8038
H 4.2446 2.2559 3.3482
H 5.3515 2.6471 2.0395
H 2.7389 1.2661 1.9396
H 3.5914 2.0296 0.6303
H 3.0974 -0.0101 -0.9129
H 3.5358 -1.5789 -0.2417
H 1.6679 -1.8237 0.9804
H 1.5522 -0.1385 1.4331
H -0.8289 -0.0989 -0.0582
H -0.0043 -1.2132 -2.9071
H 1.0691 0.2036 -2.8231
H 1.6709 -1.4102 -2.4026
H 0.3963 2.1352 0.3586
H -2.0264 -3.4749 -0.7292
H -1.1569 -3.1725 -2.2134
H -3.1007 -1.8668 -2.4362
H -1.9649 -0.6521 -1.9395
H -4.4110 -1.7922 1.9660
H -3.8859 -3.1701 1.0128
H -2.6884 -2.1240 1.8054
H -5.4654 -0.7020 -1.9510
H -6.1795 -0.7117 -0.3414
H -5.7057 -2.2311 -1.1217
H -4.5137 1.5209 -1.4543
H -4.0445 3.8698 -0.9692
H -2.6647 4.4871 0.9950
H -1.7794 2.7075 2.4784
H -2.2467 0.3596 1.9972
H 5.9297 0.3023 -1.6267
H 4.7930 1.5260 -1.0444
H 6.4872 1.5541 -0.5250


No. 6
62
Properties=species:S:1:pos:R:3 method="wB97M-V/def2-TZVPD" total_charge=+3
Y -0.2610 0.5788 -0.5043
C -2.5104 2.8812 2.8680
C -1.6827 2.0208 1.9828
N -1.5942 2.1128 0.7082
C -2.0844 3.2369 -0.0981
C -1.3532 3.2064 -1.4542
N 0.0801 2.8592 -1.2465
C 0.9938 2.9408 -2.4158
C 0.8366 1.7774 -3.3854
N 0.7872 0.4378 -2.7282
C 2.0720 -0.3109 -2.5309
C 2.8230 -0.0292 -1.2282
N 1.9249 -0.0962 -0.0726
C 2.3032 -0.3615 1.1288
C 3.7082 -0.6197 1.5456
C 1.2454 -0.1547 2.1894
C 1.3305 -0.5491 3.5182
C 0.3191 -0.1568 4.3865
C -0.7239 0.6546 3.9462
C -0.7535 1.0090 2.6085
N 0.1996 0.5675 1.7752
H -3.0860 3.6146 2.3107
H -1.8860 3.3943 3.6028
H -3.2113 2.2563 3.4288
H -1.8685 4.1753 0.4177
H -3.1622 3.1903 -0.2624
H -1.4632 4.1716 -1.9526
H -1.8038 2.4567 -2.1183
H 0.4482 3.4816 -0.5310
H 2.0059 2.9597 -2.0086
H 0.8585 3.8764 -2.9642
H 1.6470 1.8203 -4.1169
H -0.0916 1.8809 -3.9494
H 0.2405 -0.1492 -3.3523
H 2.7499 -0.1355 -3.3694
H 1.8027 -1.3690 -2.5510
H 3.2783 0.9663 -1.2427
H 3.6460 -0.7431 -1.1535
H 4.2159 -1.2890 0.8521
H 3.7778 -1.0422 2.5419
H 4.2515 0.3315 1.5417
H 2.1555 -1.1434 3.8823
H 0.3607 -0.4546 5.4262
H -1.4744 1.0044 4.6415
N -5.1304 -0.8306 -2.3394
N -3.9907 -1.1458 -1.6502
N -3.9388 -2.1674 -0.8288
C -2.7392 -2.0366 -0.2922
N -2.1105 -0.9568 -0.7819
N -2.9392 -0.3931 -1.6592
H -5.7226 -1.6550 -2.3888
H -4.9076 -0.4971 -3.2718
H -2.3225 -2.7209 0.4261
C 2.3668 -4.2387 -0.8521
Te 1.0357 -3.4242 0.6058
C 0.4677 -5.2974 1.4560
H 3.1925 -4.7341 -0.3500
H 2.7502 -3.4253 -1.4658
H 1.8291 -4.9415 -1.4817
H 0.0589 -5.9366 0.6793
H -0.2887 -5.1022 2.2121
H 1.3377 -5.7559 1.9157


Calculated relative energy (zero: lowest compared OMol25 entry of this formula, charge and spin), 1373.3; 0.0; 1034.3; 18.6; 0.0; 68.4 kJ/mol (same order as the records).
Calculated max |F|, 15.3; 3.6; 5.9; 1.3; 0.3; 0.6 eV/Å (same order as the records).